[1]
{
  "formula": "C25H71B4FN6O13S",
  "method": "the ωB97M-V functional and the def2-TZVPD basis",
  "relative_energy_ev": 0.491,
  "orbital_gap_ev": 9.13,
  "lumo_energy_ev": 0.33,
  "energy_ha": -2899.42882,
  "mol_weight_da": 758.2,
  "homo_energy_ev": -8.805,
  "species": ["S", "F", "O", "O", "O", "O", "O", "O", "O", "O", "O", "O", "O", "O", "O", "N", "N", "N", "N", "N", "N", "C", "C", "C", "C", "C", "C", "C", "C", "C", "C", "C", "C", "C", "C", "C", "C", "C", "C", "C", "C", "C", "C", "C", "C", "C", "B", "B", "B", "B", "H", "H", "H", "H", "H", "H", "H", "H", "H", "H", "H", "H", "H", "H", "H", "H", "H", "H", "H", "H", "H", "H", "H", "H", "H", "H", "H", "H", "H", "H", "H", "H", "H", "H", "H", "H", "H", "H", "H", "H", "H", "H", "H", "H", "H", "H", "H", "H", "H", "H", "H", "H", "H", "H", "H", "H", "H", "H", "H", "H", "H", "H", "H", "H", "H", "H", "H", "H", "H", "H", "H"],
  "positions_angstrom": [[3.1792, -4.6796, 6.3024], [4.5869, -4.2321, 5.7720], [2.6500, -5.3418, 3.6060], [2.3625, -3.5086, 6.3135], [1.0589, -3.4439, 1.0138], [-2.7064, -4.7830, -1.9863], [-0.2133, -3.3356, 3.0406], [2.9530, 7.6757, -4.4199], [-2.1228, 2.8267, 5.8836], [3.3981, -5.4270, 7.4913], [1.6873, -6.7945, 5.2236], [2.0504, 0.6992, 1.7741], [0.6848, -6.5489, 3.0857], [-4.5133, 0.9330, -4.4891], [3.7458, -5.3057, -0.3923], [0.3873, 2.0936, -0.1539], [-1.0437, -2.4073, -2.1650], [2.3928, -3.4651, -2.1127], [2.8649, 5.7056, -2.2930], [-1.0156, 0.2872, 5.0434], [-4.0929, 2.8632, -2.3668], [-5.5040, 1.2356, -5.4504], [4.0605, -5.2775, -1.7699], [-0.3961, 1.0588, 6.1245], [-0.7211, -2.0401, 2.6719], [1.7825, -5.6963, -2.8768], [0.9620, 7.1836, -1.9608], [-0.7466, 2.5503, 6.0546], [-2.0804, -4.4267, -3.2049], [-1.7350, -2.9377, -3.3403], [-2.8946, 2.8393, 7.0686], [3.4492, 0.8789, 1.6599], [3.0984, 8.0674, -3.0693], [2.4822, 7.0988, -2.0515], [-0.7375, 0.4018, 7.4571], [0.9670, 2.7973, 0.9920], [-3.5471, 3.0837, -3.7076], [3.0429, -6.4483, 0.0558], [1.7256, 8.0259, -5.0286], [1.3201, 1.8525, 2.1481], [-2.9379, -2.0524, -3.6465], [-4.1045, -4.5843, -1.9392], [-4.3918, 4.1333, -4.4220], [2.1380, 3.6495, 0.5149], [-3.3782, 1.7787, -4.4962], [2.9306, -4.7200, -2.6475], [2.4766, -5.7379, 4.9002], [0.5395, -6.8924, 4.4172], [0.7167, -3.9319, 2.2670], [1.3834, -5.3425, 2.9569], [1.3617, 8.9909, -4.6621], [2.8429, 3.0739, -0.0855], [1.7876, 4.4638, -0.1157], [1.9045, 8.1036, -6.1005], [1.1547, -5.3426, -3.6946], [1.9653, -6.3419, -0.0946], [-0.2555, 2.9754, 5.1744], [-3.4687, 2.2578, -1.8418], [3.1365, -2.7744, -2.0693], [0.4817, 6.7021, -2.8127], [4.3777, -6.2714, -2.1119], [-4.2638, 5.1034, -3.9427], [-2.0136, 0.4863, 5.0603], [-1.0428, -2.8598, -4.1856], [-0.4637, 1.6157, 0.1275], [0.3854, 1.4737, 2.5711], [-2.6046, -1.0723, -3.9817], [-2.5413, 3.4974, -3.5843], [-1.4992, -2.1654, 1.9201], [-1.6081, -2.6272, -1.3486], [3.2330, -6.5375, 1.1258], [-0.5095, -7.1762, 4.8839], [-3.5603, -2.4813, -4.4350], [-0.4111, 1.0173, 8.2976], [-2.3223, 3.2406, 7.9108], [1.0238, 1.3509, -0.4298], [-3.0671, 1.9818, -5.5300], [0.0733, -1.3876, 2.3116], [-0.1702, -2.9097, -2.0263], [-6.2211, 1.9736, -5.0817], [0.1993, 3.4760, 1.3784], [-4.5676, -4.7856, -2.9105], [4.9217, -4.6101, -1.8588], [1.8477, 2.3902, 2.9479], [-1.1490, -4.9968, -3.2266], [3.8759, 5.6187, -2.2419], [-0.3605, 3.0822, 6.9345], [-5.4538, 3.8900, -4.3806], [2.6793, 4.0807, 1.3611], [3.3741, -4.4996, -3.6237], [2.1513, -6.6900, -3.1381], [3.8201, 1.5889, 2.4052], [-1.1472, -1.6041, 3.5719], [-1.8094, 0.2274, 7.5556], [1.9279, -3.0295, 0.9552], [0.6112, 6.6733, -1.0639], [-4.1024, 4.2295, -5.4705], [3.7355, 1.2244, 0.6638], [-3.7541, 3.4845, 6.8902], [-3.2611, 1.8434, 7.3291], [2.1352, -3.6302, -1.1416], [3.3940, -7.3606, -0.4356], [3.9186, -0.0887, 1.8371], [0.6886, 0.9899, 5.9927], [0.9557, 7.2683, -4.8635], [0.6241, 8.2208, -1.9162], [-2.5808, 1.2001, -4.0230], [2.8873, 7.3833, -1.0746], [2.7057, 9.0832, -2.9265], [-5.0581, 1.6032, -6.3799], [-4.5089, -5.2830, -1.2070], [-6.0446, 0.3133, -5.6622], [-0.2429, -0.5662, 7.5307], [-0.7008, 0.6504, 4.1488], [-4.9527, 2.3294, -2.4616], [-3.5631, -1.8936, -2.7675], [4.1768, 8.1067, -2.8940], [1.1469, -5.7867, -1.9952], [-4.3638, -3.5700, -1.6254], [-2.6929, -4.7628, -4.0533], [2.6378, 5.4801, -3.2580]]
}

=====

[2]
{
  "formula": "C25H71F3N13O12S",
  "method": "the ωB97M-V functional and the def2-TZVPD basis",
  "relative_energy_ev": 0.866,
  "orbital_gap_ev": 9.31,
  "lumo_energy_ev": 2.16,
  "energy_ha": -3307.77432,
  "charge": -1,
  "mol_weight_da": 835.0,
  "homo_energy_ev": -7.150,
  "species": ["S", "F", "F", "F", "O", "O", "O", "O", "O", "O", "O", "O", "O", "O", "O", "O", "N", "N", "N", "N", "N", "N", "N", "N", "N", "N", "N", "N", "N", "C", "C", "C", "C", "C", "C", "C", "C", "C", "C", "C", "C", "C", "C", "C", "C", "C", "C", "C", "C", "C", "C", "C", "C", "C", "H", "H", "H", "H", "H", "H", "H", "H", "H", "H", "H", "H", "H", "H", "H", "H", "H", "H", "H", "H", "H", "H", "H", "H", "H", "H", "H", "H", "H", "H", "H", "H", "H", "H", "H", "H", "H", "H", "H", "H", "H", "H", "H", "H", "H", "H", "H", "H", "H", "H", "H", "H", "H", "H", "H", "H", "H", "H", "H", "H", "H", "H", "H", "H", "H", "H", "H", "H", "H", "H", "H"],
  "positions_angstrom": [[1.0197, -0.0034, -0.1484], [-1.2564, 1.2338, -0.8460], [-1.4349, -0.7182, 0.3218], [-0.9831, -0.7026, -1.7487], [-4.0603, 0.3392, -3.4349], [-6.1053, -1.8190, 0.3575], [1.2336, -1.4166, 0.1640], [4.6937, -0.9512, 1.1848], [1.7322, 0.4488, -1.3316], [5.2736, 4.5062, 0.4405], [-2.3675, 2.0644, 5.6237], [1.7443, 1.5832, 5.8061], [5.4334, 0.3096, -4.7127], [1.1672, 0.9120, 0.9900], [-0.4014, -4.8448, 3.1803], [-2.3836, -3.9612, -4.7199], [0.9105, 1.0688, 3.7429], [-3.5519, 1.6813, -5.9423], [0.3912, -2.8315, 2.4377], [2.4274, 2.7283, 3.9369], [3.9108, 0.7653, -3.0893], [-1.2339, -2.9720, -3.0939], [3.7089, -1.1603, -4.2212], [-0.0100, -4.4537, 0.9506], [-5.2521, -4.7259, 1.0712], [6.8122, -2.1765, -0.4578], [-3.6911, 0.5894, 2.5572], [-1.9194, -1.7505, -4.9493], [4.8855, 3.5546, -2.3623], [-4.7454, -3.4833, 1.6125], [-3.4901, -3.0615, 0.8644], [-5.7223, -2.2952, 1.6239], [-2.3577, 3.4118, -4.9003], [-3.3920, 0.6586, 3.9898], [4.0393, -0.9829, 2.4317], [-1.4342, 3.1037, 5.9554], [-6.4853, -0.4323, 0.4603], [5.5470, 4.3318, 1.8214], [-0.8181, 0.0012, -0.6108], [1.6993, 1.7905, 4.5918], [-4.5522, -0.0591, -2.1367], [-3.6894, 1.7079, -3.4350], [4.0780, 3.8660, 0.0042], [-1.9126, -2.9070, -4.2673], [5.3407, -2.2434, -0.7549], [-2.6989, -0.6912, 4.3297], [2.4997, 3.7267, -1.9390], [4.4234, 0.0051, -4.0695], [-2.5331, 1.9069, 4.2270], [5.1126, -3.5689, -1.4862], [3.8798, 4.1374, -1.4655], [4.5180, -2.1866, 0.4953], [-2.8784, 1.9928, -4.6846], [-0.0150, -4.1226, 2.2684], [-2.8017, 0.4374, 2.0727], [-6.7826, -0.2326, -0.5647], [5.7799, 3.8821, -2.0123], [-1.6535, 3.5943, -5.7068], [-5.1951, -1.5518, 2.2209], [-2.9599, 2.8036, 3.7647], [-2.6462, -3.7257, 1.0631], [0.4030, 0.3582, 4.2434], [-5.9478, -5.0107, 1.7630], [-0.4374, -5.3302, 0.7102], [5.6346, -3.6810, -2.4373], [2.3434, 2.9323, 2.9571], [0.7218, -2.2948, 1.6423], [-3.2285, 4.0646, -4.9931], [-2.3395, -1.7750, -5.8587], [3.8424, -1.8697, -4.9149], [-4.0064, -0.3351, 2.2778], [-2.0297, 1.2909, -4.6968], [6.9374, -1.1671, -0.4070], [1.7199, 4.1880, -1.3227], [0.4103, -3.8255, 0.2902], [4.7297, -1.5591, 3.0643], [5.4283, -4.4371, -0.9038], [2.2575, 2.6725, -1.8018], [4.0418, -3.6376, -1.6956], [-4.3678, -3.5977, 2.6328], [-3.3723, -1.5464, 4.2987], [4.0421, 0.0442, 2.7972], [5.9315, 3.3216, 2.0015], [4.3606, 1.6565, -2.8798], [-3.5884, -3.0544, -0.2241], [-1.8403, -0.8579, 3.6770], [-1.8176, 3.9641, 5.3992], [-1.9024, 3.7492, -3.9621], [4.8880, -2.9582, 1.1841], [-6.6526, -2.6152, 2.1133], [-4.3275, 0.7948, 4.5339], [4.1240, 2.7930, 0.2134], [3.9444, 5.1759, -1.8216], [1.3273, 1.0545, 2.8154], [5.2410, -1.4226, -1.4694], [-0.3949, 2.8679, 5.7237], [-2.2945, -0.6153, 5.3443], [-5.5939, 0.1288, 0.7498], [6.3012, 5.0651, 2.0898], [-3.8804, 0.7267, -6.0298], [-4.9339, 0.8176, -1.6121], [-3.0728, -2.0926, 1.1460], [-3.0713, 1.8743, -2.5462], [-0.9943, -2.1327, -2.5746], [-1.5127, 1.7976, 3.8365], [3.4640, -2.3989, 0.3024], [4.6441, 4.3537, 2.4388], [-2.9043, 1.8376, -6.7020], [-7.2219, -0.3642, 1.2639], [-5.8714, -4.4774, 0.2999], [3.0575, -1.4535, 2.5172], [0.5511, -2.3840, 3.3217], [-1.6362, -0.9003, -4.4966], [-4.5788, 2.3429, -3.3540], [-1.1595, -3.8894, -2.6989], [2.9922, 0.6120, -2.7023], [-3.6626, -0.3933, -1.5981], [-1.5686, 3.2677, 7.0219], [3.2493, 4.3368, 0.5429], [-5.2948, -0.8467, -2.2115], [7.3532, -2.4059, -1.2848], [2.8645, 3.4217, 4.5205], [2.8410, -1.1342, -3.7190], [2.2503, 3.9776, -2.9707], [4.7606, 3.8640, -3.3158]]
}